No. 1
109
Properties=species:S:1:pos:R:3 method="wB97M-V/def2-TZVPD" homo_energy_ev="-9.542 / -9.547" spin_multiplicity=6 charge=+1
Sm -1.223 0.106 -0.888
O -0.624 1.614 0.875
C -1.308 2.911 1.158
C -2.246 3.244 0.031
C -2.700 4.576 -0.120
C -3.598 4.848 -1.133
C -4.126 3.787 -1.845
C -3.681 2.499 -1.561
N -2.728 2.247 -0.652
H -0.315 1.239 1.710
H -0.539 3.657 1.346
H -1.809 2.737 2.132
H -2.292 5.397 0.500
H -3.891 5.919 -1.365
H -4.814 3.904 -2.697
H -4.101 1.589 -2.064
Te -1.403 -0.681 3.477
C 0.036 -0.992 4.926
C 0.379 0.104 5.696
C 1.185 0.023 6.835
N 1.753 -1.093 7.210
C 1.377 -2.195 6.507
C 0.510 -2.219 5.419
C -0.732 -1.348 1.451
P 0.848 -1.223 0.623
C 1.754 -2.725 0.019
C 3.052 -2.979 0.431
C 3.712 -4.085 -0.096
C 3.104 -4.871 -1.118
C 1.811 -4.547 -1.559
C 1.149 -3.486 -0.958
C 1.879 -0.495 1.948
C 2.365 -1.283 3.004
C 3.184 -0.680 3.908
C 3.612 0.662 3.772
C 3.058 1.454 2.822
C 2.192 0.876 1.900
P -1.884 -2.384 0.543
C -3.606 -1.838 0.808
C -4.410 -1.953 1.910
C -5.706 -1.513 1.914
C -6.296 -0.923 0.803
C -5.497 -0.834 -0.348
C -4.162 -1.282 -0.352
C -1.858 -4.040 1.225
C -2.880 -4.880 0.780
C -2.816 -6.239 1.055
C -1.793 -6.753 1.832
C -0.762 -5.931 2.255
C -0.773 -4.596 1.876
H 0.054 1.094 5.401
H 1.429 0.883 7.366
H 1.961 -3.072 6.868
H 0.253 -3.193 5.010
H 3.511 -2.350 1.209
H 4.708 -4.391 0.200
H 3.680 -5.706 -1.545
H 1.358 -5.092 -2.339
H 0.171 -3.216 -1.346
H 2.111 -2.327 3.073
H 3.597 -1.313 4.670
H 4.381 1.024 4.389
H 3.351 2.513 2.710
H 1.820 1.481 1.060
H -3.976 -2.432 2.779
H -6.244 -1.577 2.838
H -7.319 -0.474 0.801
H -5.879 -0.487 -1.270
H -3.539 -1.233 -1.257
H -3.654 -4.472 0.184
H -3.555 -6.897 0.649
H -1.828 -7.796 1.953
H 0.015 -6.273 2.906
H 0.069 -3.986 2.078
Br -2.661 -0.317 -3.308
C 3.727 -0.864 -4.876
C 3.551 0.466 -5.242
C 2.550 1.258 -4.668
C 1.730 0.674 -3.682
C 1.839 -0.646 -3.350
C 2.850 -1.423 -3.959
P 0.591 1.732 -2.692
C 1.750 2.677 -1.702
C 1.221 3.644 -0.847
C 2.043 4.379 -0.003
C 3.407 4.095 0.000
C 3.907 3.090 -0.807
C 3.088 2.344 -1.620
C -0.095 3.009 -3.815
C -1.365 2.896 -4.375
C -1.866 3.919 -5.224
C -1.134 5.068 -5.438
C 0.045 5.244 -4.727
C 0.577 4.198 -4.022
H 4.435 -1.506 -5.338
H 4.184 0.985 -5.974
H 2.395 2.265 -5.007
H 1.316 -1.053 -2.540
H 2.904 -2.481 -3.784
H 0.155 3.922 -0.851
H 1.576 5.178 0.613
H 4.058 4.766 0.539
H 4.953 2.950 -0.879
H 3.478 1.584 -2.299
H -1.936 1.959 -4.142
H -2.846 3.694 -5.722
H -1.528 5.838 -6.081
H 0.669 6.137 -4.918
H 1.572 4.287 -3.595



No. 2
110
Properties=species:S:1:pos:R:3 method="wB97M-V/def2-TZVPD" homo_energy_ev="-11.737 / -12.522" spin_multiplicity=6 de_lowest_kcal_mol=37.5 charge=+2
Fe 0.041 -0.313 -0.702
O -0.053 1.383 -1.855
S 0.908 2.056 -0.846
C 0.249 3.594 -0.276
C 1.022 4.729 -0.413
C 0.683 5.962 0.165
C -0.449 6.020 0.920
C -1.040 7.165 1.698
C -2.322 6.585 2.339
C -2.301 5.124 1.975
C -3.109 4.099 2.366
C -2.852 2.827 1.833
C -1.845 2.534 0.928
P -1.928 0.817 0.268
C -2.674 -0.146 1.612
C -3.926 -0.744 1.526
C -4.396 -1.517 2.581
C -3.624 -1.692 3.719
C -2.371 -1.096 3.806
C -1.894 -0.331 2.755
C -3.171 0.936 -1.058
C -4.374 1.616 -0.873
C -5.311 1.680 -1.892
C -5.051 1.075 -3.115
C -3.851 0.410 -3.316
C -2.918 0.342 -2.293
C -0.940 3.588 0.545
C -1.226 4.853 1.104
C 2.368 2.361 -1.762
C 2.343 3.267 -2.804
C 3.491 3.584 -3.545
C 4.667 2.975 -3.193
C 6.062 3.135 -3.740
C 6.926 2.130 -2.935
C 5.958 1.452 -2.001
C 6.128 0.450 -1.089
C 4.986 -0.042 -0.428
C 3.708 0.463 -0.592
P 2.351 -0.505 0.169
C 2.370 -0.105 1.936
C 1.680 -0.931 2.825
C 1.618 -0.606 4.169
C 2.220 0.558 4.633
C 2.893 1.389 3.751
C 2.976 1.056 2.405
C 2.840 -2.232 0.011
C 3.594 -2.869 0.957
C 4.109 -4.160 0.760
C 3.891 -4.823 -0.474
C 3.127 -4.260 -1.434
C 2.427 -2.944 -1.261
C 3.531 1.589 -1.461
C 4.670 1.997 -2.179
H 1.946 4.676 -0.965
H 1.327 6.819 0.020
H -1.245 8.018 1.051
H -0.332 7.507 2.454
H -3.220 7.057 1.937
H -2.349 6.728 3.419
H -3.928 4.241 3.059
H -3.500 2.022 2.157
H -4.533 -0.616 0.639
H -5.374 -1.976 2.514
H -3.999 -2.286 4.541
H -1.769 -1.224 4.697
H -0.919 0.139 2.828
H -4.587 2.106 0.069
H -6.242 2.208 -1.735
H -5.779 1.133 -3.913
H -3.635 -0.044 -4.274
H -1.975 -0.160 -2.475
H 1.410 3.765 -3.038
H 3.434 4.305 -4.350
H 6.407 4.162 -3.618
H 6.081 2.925 -4.810
H 7.718 2.631 -2.376
H 7.413 1.402 -3.584
H 7.094 0.000 -0.902
H 5.119 -0.896 0.224
H 1.206 -1.839 2.467
H 1.103 -1.262 4.859
H 2.170 0.811 5.684
H 3.370 2.291 4.112
H 3.525 1.696 1.725
H 3.829 -2.352 1.882
H 4.699 -4.629 1.535
H 4.337 -5.794 -0.642
H 2.936 -4.777 -2.366
H 2.677 -2.314 -2.130
N 0.974 -3.238 -1.381
C 0.090 -2.405 -1.058
C -4.173 -5.951 0.677
C -3.709 -6.538 -0.652
C -2.336 -7.192 -0.530
C -3.763 -5.499 -1.774
N -2.867 -4.358 -1.519
C -1.556 -4.269 -1.648
N -1.240 -3.059 -1.217
N -2.355 -2.424 -0.836
N -3.342 -3.203 -1.006
H -4.161 -6.718 1.451
H -5.187 -5.556 0.610
H -3.515 -5.144 1.011
H -4.426 -7.302 -0.966
H -1.599 -6.506 -0.101
H -1.966 -7.552 -1.493
H -2.389 -8.049 0.141
H -4.757 -5.066 -1.861
H -3.476 -5.925 -2.734
H -0.869 -5.008 -2.021



No. 3
119
Properties=species:S:1:pos:R:3 method="wB97M-V/def2-TZVPD" homo_energy_ev="-10.716 / -12.258" spin_multiplicity=3 charge=+2
Ti -0.918 -0.056 0.065
C -2.215 2.910 2.551
C -2.820 1.563 2.825
C -3.864 1.491 3.744
C -4.420 0.266 4.056
C -3.868 -0.863 3.482
C -2.823 -0.718 2.574
N -2.333 0.480 2.204
C -2.219 -1.912 1.959
C -2.227 -3.140 2.591
C -1.651 -4.243 1.959
C -1.165 -4.098 0.677
C -1.212 -2.848 0.063
N -1.659 -1.741 0.737
C -0.855 -2.605 -1.320
C -0.588 -3.643 -2.216
C -0.437 -3.364 -3.555
C -0.603 -2.048 -3.974
C -0.870 -1.056 -3.046
C -1.228 0.310 -3.551
N -0.917 -1.295 -1.720
H -2.293 3.541 3.435
H -2.750 3.413 1.745
H -1.167 2.810 2.282
H -4.234 2.400 4.198
H -5.261 0.191 4.731
H -4.272 -1.839 3.700
H -2.647 -3.246 3.579
H -1.610 -5.200 2.458
H -0.742 -4.949 0.165
H -0.541 -4.662 -1.866
H -0.249 -4.153 -4.270
H -0.569 -1.797 -5.026
H -2.258 0.278 -3.915
H -0.593 0.597 -4.389
H -1.167 1.046 -2.754
N -3.844 2.345 -1.612
C -4.549 1.185 -1.856
C -5.720 0.956 -2.564
C -6.142 -0.355 -2.656
C -5.424 -1.393 -2.050
C -4.250 -1.165 -1.359
C -3.801 0.153 -1.266
N -2.663 0.696 -0.689
C -2.722 2.007 -0.931
C -1.623 2.868 -0.597
C -1.488 4.223 -0.744
S 0.069 4.708 -0.228
C 0.437 3.078 0.137
N -0.517 2.230 -0.083
H -4.119 3.271 -1.892
H -6.275 1.762 -3.025
H -7.043 -0.585 -3.207
H -5.799 -2.404 -2.135
H -3.697 -1.977 -0.910
H -2.197 4.944 -1.111
H 1.412 2.814 0.506
C 3.517 -3.920 -0.104
N 2.470 -2.941 0.242
C 1.881 -1.920 -0.411
N 1.015 -1.309 0.414
C 1.127 -2.024 1.561
N 1.981 -2.997 1.491
C 3.212 -4.728 -1.345
C 2.741 -6.030 -1.227
C 2.450 -6.782 -2.351
C 2.568 -6.234 -3.613
C 3.041 -4.931 -3.754
C 3.390 -4.189 -2.619
C 3.080 -4.294 -5.063
N 2.594 -4.729 -6.181
N 2.710 -3.726 -7.092
C 3.298 -2.738 -6.501
O 3.552 -3.026 -5.195
C 3.605 -1.406 -6.991
C 3.121 -0.951 -8.216
C 3.370 0.356 -8.595
C 4.075 1.216 -7.760
C 4.584 0.755 -6.553
C 5.349 1.640 -5.592
N 4.848 1.411 -4.257
C 3.585 1.528 -3.843
N 3.446 0.984 -2.648
C 4.707 0.569 -2.358
N 5.572 0.798 -3.314
C 4.349 -0.558 -6.179
H 3.560 -4.562 0.774
H 4.481 -3.418 -0.220
H 2.061 -1.663 -1.439
H 0.560 -1.821 2.451
H 2.593 -6.462 -0.246
H 2.118 -7.805 -2.240
H 2.316 -6.803 -4.497
H 3.811 -3.200 -2.748
H 2.546 -1.622 -8.839
H 3.007 0.714 -9.549
H 4.242 2.242 -8.062
H 5.253 2.690 -5.868
H 6.405 1.375 -5.569
H 2.834 2.033 -4.423
H 4.990 0.120 -1.422
H 4.750 -0.935 -5.246
C 1.020 1.616 4.570
S 1.369 1.575 2.786
O 0.368 0.641 2.163
C 2.934 0.672 2.858
C 4.010 1.207 2.164
C 5.220 0.528 2.148
C 5.346 -0.678 2.823
C 4.264 -1.209 3.514
C 3.054 -0.535 3.530
H 1.143 0.634 5.014
H 0.003 1.975 4.711
H 1.729 2.319 5.005
H 3.918 2.161 1.658
H 6.067 0.944 1.621
H 6.289 -1.207 2.819
H 4.360 -2.140 4.054
H 2.216 -0.946 4.077



No. 4
122
Properties=species:S:1:pos:R:3 method="wB97M-V/def2-TZVPD" homo_energy_ev="-3.688 / -3.677" spin_multiplicity=2 de_lowest_kcal_mol=28.6 charge=-1
Co -0.603 0.635 -0.599
Cl -6.529 2.717 1.969
C -4.834 2.558 1.650
C -3.906 3.155 2.484
Cl -4.437 4.094 3.839
C -2.537 2.954 2.250
Cl -1.352 3.646 3.319
C -2.073 2.160 1.202
O -0.839 1.833 1.026
C -3.037 1.655 0.255
O -2.580 1.045 -0.789
C -4.392 1.817 0.542
Cl -5.544 1.041 -0.503
O 1.423 0.106 0.192
P 2.856 0.351 0.477
C 3.761 1.018 -1.007
P 2.989 0.269 -2.518
O 1.603 0.694 -2.722
C 3.964 0.788 -3.960
C 4.812 1.886 -3.984
C 5.287 2.365 -5.196
C 4.912 1.753 -6.382
C 4.060 0.656 -6.363
C 3.584 0.178 -5.155
C 3.252 -1.516 -2.339
C 2.135 -2.344 -2.328
C 2.296 -3.714 -2.176
C 3.565 -4.251 -2.021
C 4.682 -3.424 -2.040
C 4.528 -2.059 -2.209
C 3.731 -1.138 1.009
C 2.985 -2.282 1.276
C 3.609 -3.430 1.735
C 4.982 -3.442 1.940
C 5.728 -2.295 1.699
C 5.108 -1.149 1.235
C 3.018 1.586 1.790
C 2.176 2.693 1.662
C 2.140 3.650 2.660
C 2.932 3.506 3.791
C 3.751 2.394 3.931
C 3.794 1.431 2.935
H 4.831 0.823 -0.947
H 3.552 2.089 -1.057
H 5.096 2.373 -3.059
H 5.936 3.231 -5.220
H 5.275 2.137 -7.327
H 3.753 0.191 -7.290
H 2.892 -0.656 -5.118
H 1.154 -1.889 -2.415
H 1.432 -4.368 -2.173
H 3.687 -5.317 -1.881
H 5.671 -3.847 -1.922
H 5.396 -1.409 -2.238
H 1.915 -2.258 1.111
H 3.027 -4.321 1.932
H 5.470 -4.343 2.288
H 6.795 -2.299 1.878
H 5.687 -0.251 1.052
H 1.524 2.772 0.800
H 1.478 4.499 2.563
H 2.902 4.252 4.574
H 4.349 2.268 4.824
H 4.416 0.554 3.057
C -2.201 1.702 7.168
C -3.008 0.662 6.441
C -3.366 0.851 5.112
C -4.093 -0.095 4.411
C -4.466 -1.277 5.037
N -5.194 -2.299 4.391
C -5.375 -2.638 3.070
O -6.363 -3.278 2.747
N -4.447 -2.288 2.110
C -3.083 -1.971 2.168
C -2.261 -2.274 3.249
C -0.949 -1.828 3.227
C -0.492 -1.125 2.125
N -1.233 -0.952 1.034
C -2.490 -1.371 1.056
C -4.137 -1.468 6.377
C -3.414 -0.511 7.068
H -2.191 2.634 6.606
H -1.168 1.365 7.283
H -2.606 1.891 8.163
H -3.069 1.762 4.619
H -4.380 0.104 3.386
H -5.882 -2.754 4.969
H -4.824 -2.380 1.179
H -2.632 -2.845 4.086
H -0.287 -2.025 4.059
H 0.496 -0.694 2.111
H -3.055 -1.220 0.140
H -4.451 -2.377 6.878
H -3.157 -0.681 8.107
Br -1.696 -6.184 -1.943
C -1.953 -4.688 -3.103
C -2.554 -4.891 -4.332
C -2.700 -3.807 -5.188
C -2.242 -2.554 -4.814
C -1.657 -2.367 -3.569
C -1.516 -3.442 -2.700
C -1.153 -0.989 -3.155
O -1.042 -0.152 -4.058
O -0.885 -0.883 -1.928
H -2.903 -5.873 -4.617
H -3.170 -3.953 -6.153
H -2.330 -1.703 -5.475
H -1.072 -3.275 -1.728
C -2.745 5.302 -3.458
N -1.506 4.842 -2.856
C -1.116 3.540 -2.744
S -0.096 3.155 -1.450
N -1.461 2.645 -3.646
C -1.948 2.850 -4.993
H -3.288 5.934 -2.755
H -3.384 4.459 -3.710
H -2.550 5.885 -4.363
H -1.149 5.401 -2.100
H -1.157 1.674 -3.499
H -3.009 2.597 -5.078
H -1.393 2.166 -5.635
H -1.786 3.870 -5.336